(1)
2 unconnected molecules or ions with the total composition C6H14O at a distorted geometry, computed with ωB97M-V/def2-TZVPD.

Max |F| in eV/Å: 3.7
Calculated total energy in eV: -8492.731
Lowest unoccupied orbital energy in Ha: 0.021
Highest occupied orbital energy in eV: -9.35

Geometry as ORCA input:
```
! wB97M-V def2-TZVPD RIJCOSX def2/J DEFGRID3
* xyz 0 1
C -3.350 0.005 0.268
C -2.067 0.633 -0.197
C -0.825 0.483 0.655
C 0.383 0.357 -0.272
C 1.653 -0.109 0.421
C 2.750 -0.383 -0.588
O 3.905 -0.808 0.106
H -3.019 -1.686 0.180
H -4.208 0.598 -0.137
H -3.516 -0.289 1.256
H -2.017 -0.223 -0.922
H -2.127 1.657 -0.637
H -0.669 1.296 1.380
H -0.960 -0.441 1.227
H 0.562 1.312 -0.790
H 0.122 -0.365 -1.060
H 2.002 0.637 1.144
H 1.452 -1.031 0.982
H 2.403 -1.153 -1.297
H 2.947 0.532 -1.173
H 4.581 -1.022 -0.547
*
```

(2)
2 unconnected molecules or ions with the total composition C6H14O at a distorted geometry, computed with ωB97M-V/def2-TZVPD.

Structure (SMILES): C/C=C(\C)CC.O
Max |F| in eV/Å: 1.9
Calculated total energy in eV: -8495.212
Lowest unoccupied orbital energy in Ha: 0.027
Highest occupied orbital energy in eV: -8.72

Geometry as ORCA input:
```
! wB97M-V def2-TZVPD RIJCOSX def2/J DEFGRID3
* xyz 0 1
C -0.642 -2.891 0.792
C -1.415 -1.722 0.221
C -0.565 -0.463 0.011
C 0.334 -0.129 0.942
C 1.280 1.086 0.853
C -0.993 0.405 -1.151
H -1.203 -3.823 0.748
H 0.386 -2.943 0.382
H -0.305 -2.701 1.805
H -2.114 -1.374 0.993
H -1.982 -1.951 -0.673
H 0.137 -0.510 1.941
H 2.209 0.887 0.307
H 1.574 1.367 1.859
H 0.699 1.773 0.248
H -0.406 1.304 -1.273
H -1.037 -0.197 -2.069
H -2.039 0.727 -1.050
H 1.713 3.569 -0.967
H 2.126 3.485 -2.337
O 2.243 4.104 -1.580
*
```

Which value of max |F| does entry 1 give? 3.7 eV/Å